1.
Density functional theory data (ωB97M-V/def2-TZVPD) for C37H57CaN8O5S3Se2Te as an isolated structure at a distorted geometry.

Summary:
Charge: -1
Highest occupied orbital energy in eV: -3.936
Orbital gap in Eh: 0.2175

Atoms and positions in Å:
1 Ca 0.224 -1.397 -0.457
2 C -2.162 -1.750 -3.739
3 N -1.187 -1.025 -4.561
4 C -0.731 -1.733 -5.746
5 C 0.680 -1.112 -6.009
6 N 1.011 -0.592 -4.694
7 C 2.364 -0.131 -4.367
8 C -0.079 -0.520 -3.886
9 N -0.130 0.064 -2.686
10 C 0.712 1.249 -2.475
11 C 0.013 2.501 -1.951
12 N 1.007 3.509 -1.845
13 C 0.808 4.801 -1.897
14 N 1.822 5.711 -2.077
15 C 3.199 5.315 -2.215
16 C 1.245 7.029 -2.284
17 C -0.232 6.894 -1.882
18 N -0.413 5.444 -1.755
19 C -1.660 4.772 -1.420
20 H -3.072 -1.957 -4.345
21 H -2.474 -1.112 -2.909
22 H -1.834 -2.727 -3.325
23 H -1.457 -1.558 -6.552
24 H -0.792 -2.840 -5.615
25 H 0.571 -0.317 -6.830
26 H 1.388 -1.866 -6.397
27 H 2.744 0.579 -5.138
28 H 2.991 -1.018 -4.363
29 H 2.338 0.269 -3.343
30 H 1.107 1.538 -3.442
31 H 1.493 0.992 -1.783
32 H -0.587 2.222 -1.091
33 H -0.737 2.754 -2.706
34 H 3.301 4.221 -2.270
35 H 3.681 5.622 -1.307
36 H 3.704 5.891 -3.047
37 H 1.333 7.352 -3.351
38 H 1.786 7.787 -1.703
39 H -0.877 7.269 -2.687
40 H -0.479 7.424 -0.923
41 H -2.242 5.415 -0.740
42 H -1.421 3.851 -0.927
43 H -2.318 4.542 -2.301
44 C 7.056 1.199 1.062
45 Se 5.166 0.986 0.519
46 C 4.634 -0.667 1.515
47 C 4.865 -1.931 0.751
48 Se 3.387 -2.746 -0.340
49 C 2.934 -4.114 0.959
50 H 7.053 1.257 2.162
51 H 7.419 2.159 0.585
52 H 7.553 0.332 0.714
53 H 3.530 -0.575 1.770
54 H 5.302 -0.560 2.346
55 H 5.162 -2.721 1.414
56 H 5.628 -1.832 -0.036
57 H 3.688 -4.857 1.130
58 H 2.013 -4.593 0.703
59 H 2.673 -3.638 1.874
60 C 0.986 4.582 3.666
61 Te 1.008 2.480 2.976
62 C 1.981 2.249 4.876
63 C 2.261 3.558 5.487
64 C 3.000 3.630 6.673
65 C 3.476 4.841 7.118
66 C 3.060 6.029 6.444
67 C 2.221 5.998 5.331
68 C 1.845 4.754 4.829
69 H -0.075 4.936 3.810
70 H 1.348 5.142 2.754
71 H 2.891 1.648 4.712
72 H 1.286 1.551 5.402
73 H 3.167 2.669 7.220
74 H 4.106 4.901 8.040
75 H 3.395 6.986 6.843
76 H 1.892 6.923 4.794
77 C -3.401 -1.352 3.409
78 N -2.644 -0.975 2.220
79 C -3.205 -0.605 1.069
80 S -2.330 0.090 -0.227
81 N -4.563 -0.662 0.855
82 C -5.502 -1.566 1.478
83 H -2.650 -1.450 4.211
84 H -3.861 -2.369 3.317
85 H -4.168 -0.636 3.680
86 H -1.693 -0.560 2.306
87 H -4.778 -0.449 -0.119
88 H -5.889 -1.189 2.436
89 H -5.201 -2.625 1.580
90 H -6.396 -1.605 0.784
91 C -6.989 -6.803 -1.400
92 C -7.019 -7.867 -0.276
93 O -7.985 -8.451 0.152
94 S -5.398 -8.433 0.486
95 C -4.116 -7.411 -0.077
96 C -3.694 -7.162 -1.425
97 C -2.637 -6.300 -1.716
98 C -1.913 -5.601 -0.711
99 C -2.275 -5.888 0.608
100 C -3.301 -6.763 0.926
101 C -1.039 -4.570 -1.005
102 C -0.158 -3.681 -1.254
103 H -7.991 -6.337 -1.419
104 H -6.779 -7.181 -2.418
105 H -6.173 -6.102 -1.120
106 H -4.264 -7.547 -2.276
107 H -2.383 -6.134 -2.781
108 H -1.751 -5.313 1.400
109 H -3.564 -6.924 1.951
110 O 0.016 0.104 2.798
111 S 1.060 -0.733 2.112
112 O 2.249 -0.928 2.932
113 O 1.436 0.028 0.807
114 O 0.409 -1.990 1.648

---

2.
Density functional theory data (ωB97M-V/def2-TZVPD) for C17H13ClN13O5SV as an isolated structure.

Summary:
Energy relative to the best compared isomer or geometry (same formula, charge and spin) in eV: 0.195
Charge: -2
Highest occupied orbital energy (spin up / spin down) in eV: -2.736 / -2.784
2S+1: 3
⟨S²⟩: 2.0146
Orbital gap (spin up / spin down) in Eh: 0.2572 / 0.2557

Atoms and positions in Å:
1 V 0.607 1.179 0.333
2 O -2.030 -3.522 -1.460
3 C -0.964 -3.976 -0.779
4 C -0.742 -5.354 -0.761
5 C 0.345 -5.879 -0.087
6 C 1.236 -5.045 0.583
7 C 1.015 -3.680 0.574
8 C -0.076 -3.128 -0.094
9 C -0.248 -1.655 -0.056
10 O 0.528 -0.958 0.641
11 N -1.260 -1.147 -0.757
12 N -1.266 0.200 -0.594
13 C -2.189 0.876 -1.146
14 C -2.181 2.310 -0.882
15 C -3.217 3.146 -1.274
16 C -3.172 4.475 -0.887
17 C -2.102 4.911 -0.125
18 C -1.096 4.009 0.198
19 N -1.127 2.740 -0.184
20 H -2.010 -2.527 -1.387
21 H -1.439 -5.990 -1.292
22 H 0.503 -6.952 -0.088
23 H 2.092 -5.455 1.102
24 H 1.689 -2.997 1.076
25 H -2.961 0.406 -1.750
26 H -4.037 2.749 -1.858
27 H -3.964 5.157 -1.171
28 H -2.029 5.934 0.216
29 H -0.219 4.303 0.757
30 N 3.162 -0.505 -1.330
31 C 3.384 -0.213 0.006
32 N 4.441 -0.643 0.671
33 N 4.246 -0.181 1.927
34 N 3.141 0.477 2.002
35 N 2.561 0.483 0.782
36 C 2.265 0.191 -2.116
37 N 2.308 0.207 -3.438
38 N 1.241 0.957 -3.791
39 N 0.606 1.363 -2.749
40 N 1.236 0.889 -1.648
41 H 3.953 -0.884 -1.820
42 Cl -2.647 -0.811 4.103
43 C -1.412 -0.293 2.908
44 C -1.148 1.220 2.890
45 O -1.877 1.990 3.498
46 O -0.119 1.532 2.198
47 H -1.771 -0.614 1.933
48 H -0.493 -0.828 3.126
49 O 2.941 5.014 0.731
50 S 2.773 3.559 0.882
51 N 1.521 2.964 0.388

---

3.
Density functional theory data (ωB97M-V/def2-TZVPD) for an isolated ion of composition C3H4N3 and charge +1 at a distorted geometry.

Summary:
Energy relative to the best compared isomer or geometry (same formula, charge and spin) in eV: 3.094
Charge: +1
Highest occupied orbital energy in eV: -16.590
Structure (SMILES): N#[N+]N=C1CC1
Orbital gap in Eh: 0.3703

Atoms and positions in Å:
1 C 0.402 -0.612 0.151
2 C -0.135 0.715 0.024
3 C 1.302 0.709 -0.065
4 N -2.530 -1.006 -0.076
5 N -1.377 1.023 0.115
6 N -2.067 -0.013 0.052
7 H 0.431 -1.317 -0.669
8 H 1.837 1.357 0.538
9 H 1.766 0.399 -1.117
10 H 0.371 -1.255 1.047

---

4.
Density functional theory data (ωB97M-V/def2-TZVPD) for C10H4Cl2F3MoN2O6S as an isolated structure at a distorted geometry.

Summary:
Energy relative to the best compared isomer or geometry (same formula, charge and spin) in eV: 1.028
Charge: +1
Highest occupied orbital energy (spin up / spin down) in eV: -12.105 / -12.479
2S+1: 3
⟨S²⟩: 2.0351
Orbital gap (spin up / spin down) in Eh: 0.2563 / 0.2180

Atoms and positions in Å:
1 Mo 0.098 0.256 -0.168
2 Cl 0.812 -3.173 3.659
3 C -0.210 -3.435 2.338
4 C -0.913 -4.619 2.186
5 C -1.745 -4.828 1.095
6 Cl -2.582 -6.301 0.971
7 C -1.916 -3.835 0.068
8 C -2.744 -3.942 -1.061
9 C -2.806 -2.887 -1.939
10 C -2.043 -1.738 -1.706
11 N -1.248 -1.635 -0.654
12 C -1.198 -2.654 0.214
13 C -0.338 -2.401 1.354
14 O 0.243 -1.297 1.406
15 H -0.813 -5.395 2.932
16 H -3.326 -4.838 -1.227
17 H -3.438 -2.930 -2.814
18 H -2.066 -0.887 -2.373
19 O 0.573 3.457 -0.497
20 N 0.470 2.359 -0.317
21 F 4.790 0.745 -1.086
22 C 3.664 1.280 -0.655
23 F 2.879 1.553 -1.703
24 F 3.912 2.404 0.001
25 S 2.820 0.098 0.490
26 O 3.825 -0.313 1.394
27 O 2.079 -0.811 -0.420
28 O 1.728 0.908 1.127
29 O -0.794 0.769 -1.467

---

5.
Density functional theory data (ωB97M-V/def2-TZVPD) for a 2-piece molecular cluster, C6H12O2 overall at a distorted geometry.

Summary:
Energy relative to the best compared isomer or geometry (same formula, charge and spin) in eV: 2.965
Highest occupied orbital energy in eV: -7.696
Structure (SMILES): C/C=C/C=C(/C)O.O
Orbital gap in Eh: 0.3081

Atoms and positions in Å:
1 C -2.816 -0.942 -1.074
2 C -2.225 -0.313 0.122
3 C -1.010 0.290 -0.084
4 C -0.014 0.746 0.979
5 C 1.360 0.908 0.795
6 O 1.894 0.560 -0.409
7 C 2.312 1.397 1.859
8 H -3.540 -0.348 -1.698
9 H -1.924 -1.083 -1.768
10 H -3.214 -1.979 -0.804
11 H -2.672 -0.536 1.086
12 H -0.498 0.161 -1.086
13 H -0.507 1.448 1.679
14 H 1.123 0.347 -0.914
15 H 2.842 0.521 2.363
16 H 1.616 1.851 2.562
17 H 3.137 2.095 1.546
18 H 1.917 -1.802 -1.151
19 H 1.161 -1.620 -2.469
20 O 1.060 -1.700 -1.533

---

6.
Density functional theory data (ωB97M-V/def2-TZVPD) for one molecule with the formula C6H16N2 at a distorted geometry.

Summary:
Energy relative to the best compared isomer or geometry (same formula, charge and spin) in eV: 1.938
Highest occupied orbital energy in eV: -8.374
Structure (SMILES): CCNCCCCN
Orbital gap in Eh: 0.3470

Atoms and positions in Å:
1 C 0.289 0.295 1.145
2 N 0.295 1.393 0.159
3 C 0.153 2.807 0.629
4 C 1.266 3.701 0.070
5 C -0.697 -0.735 0.511
6 C -0.018 -1.304 -0.738
7 C -0.829 -2.468 -1.260
8 N -0.663 -3.720 -0.443
9 H 1.208 -0.302 1.258
10 H 0.020 0.864 2.060
11 H 1.122 1.270 -0.512
12 H 0.076 2.822 1.739
13 H -0.846 3.038 0.275
14 H 1.636 4.397 0.814
15 H 2.140 3.155 -0.331
16 H 0.931 4.453 -0.670
17 H -1.638 -0.311 0.253
18 H -0.931 -1.606 1.145
19 H 1.012 -1.597 -0.605
20 H -0.085 -0.621 -1.598
21 H -1.989 -2.339 -1.287
22 H -0.659 -2.775 -2.305
23 H -0.049 -3.591 0.347
24 H -0.253 -4.404 -1.074

---

7.
Density functional theory data (ωB97M-V/def2-TZVPD) for C10H11O3P as an isolated structure at a distorted geometry.

Summary:
Energy relative to the best compared isomer or geometry (same formula, charge and spin) in eV: 2.936
Highest occupied orbital energy in eV: -7.080
Orbital gap in Eh: 0.2778

Atoms and positions in Å:
1 O 3.306 -0.490 0.024
2 O 1.827 -2.613 -0.905
3 O 2.140 -0.580 -2.575
4 C -3.059 1.080 1.235
5 C -2.764 1.157 -0.080
6 C -2.039 0.553 2.076
7 C -1.495 0.778 -0.562
8 C -0.730 0.280 1.680
9 C -0.518 0.380 0.278
10 P 2.749 -1.350 -1.281
11 C 2.197 0.360 0.405
12 C 0.782 -1.855 -0.241
13 C 1.131 0.157 -1.819
14 C 0.820 -0.232 -0.273
15 H -4.137 1.396 1.594
16 H -3.432 1.527 -0.730
17 H -2.086 0.327 3.173
18 H -1.123 0.898 -1.612
19 H -0.078 -0.235 2.280
20 H 2.391 1.365 0.046
21 H 2.054 0.470 1.466
22 H -0.241 -2.160 -0.666
23 H 0.723 -2.157 0.834
24 H 1.258 1.255 -1.971
25 H 0.323 -0.312 -2.376

---

8.
Density functional theory data (ωB97M-V/def2-TZVPD) for a 5-piece molecular cluster, C14H29N2O12S3 overall at a distorted geometry.

Summary:
Energy relative to the best compared isomer or geometry (same formula, charge and spin) in eV: 0.000
Charge: -1
Highest occupied orbital energy in eV: -5.732
Orbital gap in Eh: 0.2998

Atoms and positions in Å:
1 N -1.477 0.844 -1.950
2 O -2.456 0.342 -1.383
3 O -1.542 1.982 -2.463
4 O -0.372 0.235 -1.960
5 O -2.344 -3.086 -0.062
6 S -0.943 -3.037 0.036
7 O -0.269 -2.204 0.968
8 O -0.480 -4.552 0.332
9 C 0.900 -4.752 0.558
10 C 1.147 -6.225 0.840
11 C -0.232 -2.715 -1.523
12 H 1.304 -4.180 1.402
13 H 1.545 -4.432 -0.267
14 H 0.644 -6.568 1.738
15 H 2.223 -6.375 0.966
16 H 0.884 -6.803 -0.048
17 H -0.446 -3.540 -2.202
18 H 0.846 -2.675 -1.378
19 H -0.581 -1.742 -1.872
20 O 2.733 1.917 2.567
21 S 1.635 2.064 1.670
22 O 0.466 2.769 2.080
23 O 2.161 2.758 0.348
24 C 1.247 2.793 -0.787
25 C 1.251 4.180 -1.353
26 C 1.152 0.467 1.102
27 H 0.217 2.495 -0.590
28 H 1.621 2.023 -1.456
29 H 1.061 4.909 -0.568
30 H 0.457 4.252 -2.103
31 H 2.154 4.432 -1.913
32 H 0.099 0.479 0.843
33 H 1.312 -0.240 1.911
34 H 1.748 0.144 0.251
35 O -1.628 0.342 3.020
36 S -2.864 0.573 2.362
37 O -3.490 -0.421 1.562
38 O -3.869 1.025 3.526
39 C -5.247 1.172 3.183
40 C -5.883 2.230 4.074
41 C -2.766 2.051 1.386
42 H -5.748 0.217 3.351
43 H -5.428 1.432 2.138
44 H -5.433 3.214 3.957
45 H -5.899 1.875 5.102
46 H -6.915 2.356 3.731
47 H -3.751 2.151 0.941
48 H -2.028 1.875 0.610
49 H -2.475 2.861 2.047
50 N 5.678 -0.401 -3.093
51 C 5.364 0.886 -3.084
52 C 4.075 1.391 -3.154
53 C 3.041 0.474 -3.205
54 C 3.337 -0.876 -3.226
55 C 4.664 -1.255 -3.189
56 H 6.191 1.590 -3.016
57 H 3.898 2.454 -3.239
58 H 1.996 0.771 -3.160
59 H 2.572 -1.639 -3.205
60 H 4.942 -2.305 -3.155

---

9.
Density functional theory data (ωB97M-V/def2-TZVPD) for one molecule with the formula C6H14BrOP at a distorted geometry.

Summary:
Energy relative to the best compared isomer or geometry (same formula, charge and spin) in eV: 3.786
Highest occupied orbital energy in eV: -8.511
Structure (SMILES): CC(C)P(=O)(Br)C(C)C
Orbital gap in Eh: 0.3295

Atoms and positions in Å:
1 C 0.061 -2.284 -1.103
2 C -0.801 -2.366 1.350
3 C 1.587 1.944 0.358
4 C -0.509 2.582 -0.987
5 C 0.057 -1.615 0.216
6 C 0.561 1.548 -0.642
7 O -0.615 0.642 2.462
8 P -0.498 0.137 0.365
9 Br -2.517 0.162 -0.138
10 H 0.471 -1.481 -1.808
11 H 0.765 -3.217 -0.941
12 H -0.884 -2.519 -1.537
13 H -1.860 -2.389 1.091
14 H -0.653 -1.968 2.322
15 H -0.482 -3.329 1.312
16 H 1.901 0.993 0.854
17 H 2.395 2.423 -0.239
18 H 1.091 2.502 1.160
19 H 0.051 3.544 -0.864
20 H -1.277 2.654 -0.273
21 H -0.999 2.506 -1.955
22 H 1.111 -1.582 0.517
23 H 1.044 1.115 -1.520

---

10.
Density functional theory data (ωB97M-V/def2-TZVPD) for a 2-piece molecular cluster, C6H16N2 overall.

Summary:
Energy relative to the best compared isomer or geometry (same formula, charge and spin) in eV: 1.097
Highest occupied orbital energy in eV: -8.627
Structure (SMILES): C[C@@H](N)CN.C=CC
Orbital gap in Eh: 0.3561

Atoms and positions in Å:
1 C -1.076 -1.875 -1.156
2 C -1.882 -1.067 -2.115
3 C -1.360 -2.022 0.128
4 H -0.212 -2.370 -1.583
5 H 0.233 1.108 -1.178
6 H -1.254 -0.311 -2.594
7 H -2.706 -0.571 -1.610
8 H -2.284 -1.705 -2.891
9 H -2.222 -1.548 0.576
10 H -0.759 -2.631 0.782
11 H -0.142 -0.154 0.891
12 C 1.416 0.742 2.068
13 C 0.368 0.814 0.960
14 N -0.641 1.795 1.334
15 N 2.069 0.232 -0.843
16 C 1.012 1.128 -0.412
17 H -1.358 1.849 0.619
18 H -0.217 2.715 1.413
19 H 1.725 -0.725 -0.849
20 H 2.850 0.276 -0.196
21 H 1.432 2.140 -0.386
22 H 2.072 -0.116 1.933
23 H 2.020 1.649 2.082
24 H 0.915 0.647 3.027

---

11.
Density functional theory data (ωB97M-V/def2-TZVPD) for one molecule with the formula C3H9NO at a distorted geometry.

Summary:
Energy relative to the best compared isomer or geometry (same formula, charge and spin) in eV: 1.321
Highest occupied orbital energy in eV: -8.858
Structure (SMILES): CCNCO
Orbital gap in Eh: 0.3630

Atoms and positions in Å:
1 C -0.927 -0.223 -0.921
2 N 0.205 0.613 -0.570
3 C 1.395 -0.040 -0.091
4 O 1.638 0.209 1.317
5 C -2.029 -0.447 0.131
6 H -0.535 -1.223 -1.107
7 H -1.376 -0.010 -1.888
8 H -0.046 1.467 -0.102
9 H 2.253 0.436 -0.554
10 H 1.288 -1.114 -0.176
11 H 0.804 0.120 1.784
12 H -2.816 0.303 0.056
13 H -1.705 -0.381 1.160
14 H -2.477 -1.429 -0.033

---

12.
Density functional theory data (ωB97M-V/def2-TZVPD) for a 2-piece molecular cluster, CH5PS overall at a distorted geometry.

Summary:
Energy relative to the best compared isomer or geometry (same formula, charge and spin) in eV: 2.140
Highest occupied orbital energy in eV: -8.936
Structure (SMILES): C=S.P
Orbital gap in Eh: 0.3116

Atoms and positions in Å:
1 C 2.637 -0.787 0.218
2 P -2.565 0.189 0.112
3 S 1.958 0.648 0.434
4 H 2.889 -1.273 1.161
5 H 2.587 -1.239 -0.796
6 H -3.571 1.379 0.214
7 H -1.305 0.986 0.028
8 H -2.629 0.097 -1.371

---

Number 1: energy -250382.44706 eV. Number 2: energy -96498.55739 eV. Number 3: energy -7633.21195 eV. Number 4: energy -71579.21058 eV. Number 5: energy -10509.34206 eV. Number 6: energy -9460.13645 eV. Number 7: energy -25975.97644 eV. Number 8: energy -75041.63198 eV. Number 9: energy -87824.06859 eV. Number 10: energy -9460.97691 eV. Number 11: energy -6793.73463 eV. Number 12: energy -21239.68130 eV.